Molecular formula: C2H8N2
Method: DFT, ωB97M-V/def2-TZVPD

Atoms and positions in Å:
C 0.333 -0.606 0.050
C -0.368 0.746 0.038
N 0.199 1.709 -0.904
N -0.052 -1.373 1.237
H 0.167 -1.141 -0.900
H 1.406 -0.427 0.111
H -1.438 0.635 -0.134
H -0.261 1.127 1.064
H -0.350 1.744 -1.757
H 1.103 1.380 -1.227
H 0.326 -2.310 1.169
H -1.063 -1.484 1.251

Structure (SMILES)   NCCN
HOMO-LUMO gap   10.467 eV
HOMO level   -9.35 eV
LUMO   1.12 eV
E_tot   -190.49513 Eh

These are the natural (NBO) partial charges, in e, on atoms 1 to 5: -0.23 -0.23 -0.82 -0.83 0.16

Molecular formula: C3H6N2O
Method: DFT, ωB97M-V/def2-TZVPD

Atoms and positions in Å:
N -1.072 -0.051 -1.936
C -0.547 0.303 -0.728
O -0.678 1.447 -0.322
N -0.042 -0.700 0.102
C 1.210 -0.535 0.809
C 0.163 0.148 1.532
H -0.807 -0.875 -2.448
H -1.457 0.733 -2.442
H 1.568 -1.461 1.228
H 1.962 0.096 0.345
H -0.522 -0.345 2.196
H 0.223 1.240 1.664

Structure (SMILES)   NC(=O)N1CC1
HOMO-LUMO gap   10.214 eV
HOMO level   -9.16 eV
LUMO   1.05 eV
E_tot   -302.60536 Eh

These are the natural (NBO) partial charges, in e, on atoms 1 to 5: -0.82 0.75 -0.66 -0.48 -0.25

Molecular formula: C3H16N2O3
Method: DFT, ωB97M-V/def2-TZVPD

Atoms and positions in Å:
N 3.027 1.643 1.501
C 2.327 0.571 0.807
C 1.158 1.257 -0.071
N 0.082 0.321 -0.265
C -0.061 -0.237 -1.621
H 3.847 1.996 1.046
H 3.249 1.449 2.471
H 2.815 0.112 -0.067
H 1.986 -0.278 1.393
H 0.836 2.191 0.389
H 1.669 1.473 -1.022
H -0.838 0.547 0.074
H -0.570 -1.206 -1.648
H -0.402 0.495 -2.341
H 0.934 -0.658 -1.826
H -5.872 -2.335 -1.010
H -5.685 -3.783 -1.484
O -6.301 -3.191 -1.064
H 4.983 -0.016 4.070
H 6.366 0.232 3.660
O 5.766 0.432 4.364
H -6.042 -0.579 -3.084
H -7.101 -0.310 -2.027
O -6.174 -0.127 -2.246

Structure (SMILES)   CNCCN.O.O.O
HOMO-LUMO gap   8.778 eV
HOMO level   -8.18 eV
LUMO   0.60 eV
E_tot   -459.06544 Eh

These are the natural (NBO) partial charges, in e, on atoms 1 to 5: -0.86 -0.23 -0.22 -0.66 -0.42

Molecular formula: C42H44MoN4OS3
Method: DFT, ωB97M-V/def2-TZVPD

Atoms and positions in Å:
Mo -0.014 -0.078 -0.493
C 1.598 -2.514 -2.104
C 0.790 -1.265 -2.260
N -0.507 -1.268 -1.852
N -1.638 -1.539 -2.538
C -2.654 -1.067 -1.895
S -2.318 -0.084 -0.468
S -4.308 -1.228 -2.326
C -4.206 -2.468 -3.674
C -4.095 -3.878 -3.175
C -5.231 -4.552 -2.737
C -5.142 -5.856 -2.277
C -3.913 -6.501 -2.250
C -2.777 -5.838 -2.694
C -2.867 -4.532 -3.152
C 1.203 -0.284 -3.302
C 1.633 -0.583 -4.586
C 1.977 0.460 -5.437
C 1.899 1.782 -5.002
C 1.480 2.087 -3.714
C 1.144 1.036 -2.892
O 0.736 1.194 -1.584
H 1.158 -3.194 -1.385
H 2.635 -2.303 -1.845
H 1.600 -3.022 -3.075
H -3.378 -2.185 -4.318
H -5.140 -2.302 -4.211
H -6.196 -4.058 -2.768
H -6.035 -6.373 -1.951
H -3.848 -7.524 -1.903
H -1.822 -6.348 -2.703
H -1.986 -4.020 -3.521
H 1.691 -1.610 -4.923
H 2.308 0.244 -6.443
H 2.170 2.584 -5.674
H 1.414 3.105 -3.355
C -1.708 3.144 3.934
N -1.839 3.025 2.479
C -2.947 2.203 2.026
C -0.894 3.481 1.639
S -0.494 2.752 0.112
N -0.238 4.595 1.982
C -0.864 5.654 2.783
C 0.999 5.015 1.325
H -1.877 2.160 4.368
H -2.432 3.843 4.353
H -0.703 3.463 4.195
H -3.830 2.472 2.606
H -2.756 1.138 2.182
H -3.146 2.387 0.975
H -1.929 5.476 2.880
H -0.717 6.598 2.260
H -0.411 5.729 3.771
H 1.601 4.153 1.056
H 1.554 5.639 2.024
H 0.785 5.593 0.425
C 0.834 -6.105 0.323
C 1.993 -5.373 0.569
C 1.918 -4.025 0.860
C 0.667 -3.390 0.914
C -0.491 -4.142 0.671
C -0.409 -5.489 0.372
C 0.459 -1.981 1.194
C 1.301 -0.908 1.359
C 2.788 -0.937 1.285
C 3.462 -0.400 0.190
C 4.848 -0.386 0.162
C 5.566 -0.889 1.239
C 4.897 -1.401 2.342
C 3.510 -1.426 2.370
H 0.902 -7.161 0.097
H 2.958 -5.860 0.534
H 2.824 -3.469 1.034
H -1.461 -3.657 0.709
H -1.309 -6.059 0.186
H -0.596 -1.766 1.393
H 2.906 0.009 -0.649
H 5.366 0.022 -0.696
H 6.647 -0.873 1.223
H 5.456 -1.785 3.185
H 2.988 -1.833 3.228
C 0.705 0.359 1.954
C 0.341 0.219 3.422
C 1.239 0.660 4.386
C 0.938 0.505 5.734
C -0.251 -0.096 6.120
C -1.147 -0.540 5.156
C -0.853 -0.378 3.810
H 1.406 1.181 1.822
H -0.242 0.733 1.472
H 2.173 1.123 4.087
H 1.640 0.850 6.482
H -0.479 -0.220 7.170
H -2.076 -1.011 5.452
H -1.558 -0.731 3.064

Total charge   +2
HOMO-LUMO gap   6.026 eV
HOMO level   -13.19 eV
LUMO   -7.16 eV
E_tot   -3183.31546 Eh

These are the Löwdin partial charges, in e, on atoms 1 to 5: 1.41 0.01 -0.31 -0.26 0.04

Molecular formula: C6H6N
Method: DFT, ωB97M-V/def2-TZVPD

Atoms and positions in Å:
C -3.973 0.242 -2.362
C -2.906 0.068 -1.824
C -1.754 0.049 -1.215
C -0.725 -0.050 -0.576
C 0.478 0.046 0.048
C 2.404 -0.036 1.511
N 1.103 -0.379 1.194
H -4.717 0.568 -3.070
H 1.094 0.506 -0.686
H 3.146 -0.921 1.527
H 2.851 0.690 1.007
H 2.290 0.242 2.566
H 0.708 -1.024 1.880

Total charge   +1
Spin multiplicity   3
HOMO-LUMO gap (spin up / spin down)   7.641 / 5.868 eV
HOMO level (spin up / spin down)   -11.80 / -14.29 eV
LUMO (spin up / spin down)   -4.16 / -8.42 eV
E_tot   -286.45448 Eh

These are the natural (NBO) partial charges, in e, on atoms 1 to 5: 0.08 -0.07 0.04 0.21 -0.16